{
  "formula": "C14H33BBrO6P",
  "method": "the ωB97M-V functional and the def2-TZVPD basis",
  "homo_energy_ev": -10.2,
  "e_tot_ha": -3945.1045,
  "spin_multiplicity": 1,
  "smiles": "COB(O)OC(=O)OP(O)Br.CCCCCC.CCCCCC",
  "symbols": ["C", "O", "B", "O", "O", "C", "O", "O", "P", "O", "Br", "H", "H", "H", "H", "H", "C", "C", "C", "C", "C", "C", "H", "H", "H", "H", "H", "H", "H", "H", "H", "H", "H", "H", "H", "H", "C", "C", "C", "C", "C", "C", "H", "H", "H", "H", "H", "H", "H", "H", "H", "H", "H", "H", "H", "H"],
  "positions_angstrom": [[-0.549, -0.110, 4.416], [-0.479, 1.176, 3.819], [-1.114, 1.339, 2.646], [-1.019, 0.454, 1.593], [-1.957, 2.466, 2.397], [-3.197, 2.197, 2.766], [-4.134, 2.948, 2.695], [-3.260, 0.914, 3.259], [-4.672, 0.074, 2.913], [-4.064, -1.020, 1.899], [-4.776, -1.150, 4.809], [0.304, -0.274, 5.053], [-0.583, -0.914, 3.696], [-1.424, -0.161, 5.043], [-0.091, 0.265, 1.433], [-3.118, -1.143, 2.026], [-2.501, 0.471, -5.197], [-2.091, 1.856, -4.704], [-0.993, 1.822, -3.643], [-1.371, 1.099, -2.349], [-2.603, 1.653, -1.637], [-2.441, 3.100, -1.178], [-2.917, -0.138, -4.394], [-3.262, 0.551, -5.975], [-1.646, -0.059, -5.621], [-2.970, 2.385, -4.326], [-1.730, 2.439, -5.555], [-0.692, 2.848, -3.413], [-0.107, 1.338, -4.064], [-0.516, 1.145, -1.664], [-1.530, 0.037, -2.557], [-2.802, 1.029, -0.762], [-3.483, 1.568, -2.279], [-1.592, 3.195, -0.497], [-3.333, 3.433, -0.647], [-2.285, 3.779, -2.017], [4.676, -3.162, -1.354], [5.064, -2.144, -0.285], [4.660, -2.563, 1.128], [3.156, -2.727, 1.346], [2.324, -1.484, 1.038], [2.669, -0.288, 1.926], [3.595, -3.299, -1.409], [5.013, -2.832, -2.337], [5.134, -4.131, -1.151], [4.632, -1.170, -0.532], [6.148, -2.008, -0.307], [5.055, -1.832, 1.839], [5.150, -3.510, 1.371], [2.987, -3.019, 2.387], [2.787, -3.558, 0.740], [1.268, -1.736, 1.177], [2.434, -1.204, -0.013], [2.522, -0.533, 2.979], [2.025, 0.560, 1.681], [3.702, 0.031, 1.790]],
  "forces_ev_per_angstrom": [[0.248, -0.177, 0.325], [-0.079, 0.349, 0.197], [-0.256, -0.253, -0.675], [0.184, 0.443, -0.112], [0.135, -0.284, 0.563], [-0.947, 1.619, -0.155], [0.870, -0.899, 0.040], [-0.180, -0.285, -0.015], [-0.651, -0.281, 0.004], [-0.044, 0.388, 0.090], [0.219, 0.187, -0.034], [0.478, 0.161, 0.136], [-0.030, -0.152, -0.384], [-0.439, 0.006, 0.148], [0.188, -0.598, -0.091], [0.358, -0.246, -0.119], [-0.072, 0.120, -0.006], [0.057, -0.106, -0.074], [0.012, 0.072, 0.034], [-0.033, -0.079, -0.025], [0.068, 0.070, 0.090], [-0.122, -0.093, -0.018], [0.014, -0.022, 0.004], [0.002, -0.038, -0.013], [0.009, -0.031, 0.030], [0.015, 0.014, 0.031], [-0.016, 0.033, 0.005], [0.002, 0.001, 0.019], [-0.005, -0.008, -0.024], [-0.005, 0.012, 0.026], [0.013, -0.003, -0.012], [-0.020, -0.022, -0.005], [0.014, -0.026, -0.020], [0.018, 0.036, -0.004], [0.029, 0.048, 0.042], [0.023, 0.000, -0.005], [0.025, 0.139, -0.010], [0.024, -0.139, -0.036], [0.013, 0.091, 0.033], [-0.013, -0.070, -0.041], [-0.008, 0.049, 0.132], [-0.188, -0.138, -0.163], [-0.007, -0.028, 0.002], [-0.006, -0.033, -0.020], [-0.034, -0.025, 0.014], [-0.004, 0.012, 0.029], [0.005, 0.041, 0.005], [-0.006, -0.006, 0.017], [0.009, -0.012, -0.014], [-0.017, 0.013, 0.010], [0.009, -0.005, -0.005], [-0.005, -0.028, -0.041], [0.005, -0.025, -0.008], [0.030, 0.029, 0.023], [0.115, 0.121, 0.076], [-0.005, 0.055, 0.006]]
}

---

{
  "formula": "C5H11NO",
  "method": "the ωB97M-V functional and the def2-TZVPD basis",
  "homo_energy_ev": -9.4,
  "e_above_lowest_kcal_mol": 41.7,
  "e_tot_ha": -327.0649,
  "spin_multiplicity": 1,
  "smiles": "C/C=N\\C.CC=O",
  "symbols": ["C", "C", "N", "C", "H", "H", "H", "H", "H", "H", "H", "C", "C", "O", "H", "H", "H", "H"],
  "positions_angstrom": [[-0.603, -2.230, -1.062], [-0.217, -0.781, -0.884], [0.630, -0.300, -0.071], [1.365, -1.166, 0.827], [-0.924, -2.675, -0.114], [-1.424, -2.329, -1.774], [0.235, -2.829, -1.436], [-0.722, -0.046, -1.518], [1.015, -0.991, 1.853], [1.287, -2.238, 0.610], [2.422, -0.880, 0.800], [-0.796, 2.308, 0.936], [0.034, 2.386, -0.319], [-0.434, 2.344, -1.434], [-0.829, 3.289, 1.424], [-1.813, 1.993, 0.692], [-0.345, 1.602, 1.636], [1.120, 2.543, -0.168]],
  "forces_ev_per_angstrom": [[-0.037, -0.121, 0.005], [0.187, 0.129, 0.130], [-0.256, -0.131, -0.231], [0.092, -0.126, 0.089], [0.055, 0.058, -0.095], [0.107, 0.077, 0.076], [-0.071, 0.112, 0.060], [0.053, -0.120, 0.064], [0.047, -0.036, -0.140], [0.005, 0.131, 0.035], [-0.151, -0.049, 0.006], [-0.057, -0.079, -0.025], [-0.198, 0.089, -0.189], [0.180, 0.022, 0.394], [0.045, -0.061, -0.106], [0.117, 0.057, 0.028], [-0.011, 0.081, -0.057], [-0.108, -0.034, -0.044]]
}

---

{
  "formula": "C10H16",
  "method": "the ωB97M-V functional and the def2-TZVPD basis",
  "homo_energy_ev": -9.2,
  "e_above_lowest_kcal_mol": 69.4,
  "e_tot_ha": -390.5253,
  "spin_multiplicity": 1,
  "smiles": "Cc1ccccc1.CCC",
  "symbols": ["C", "C", "C", "C", "C", "C", "C", "H", "H", "H", "H", "H", "H", "H", "H", "C", "C", "C", "H", "H", "H", "H", "H", "H", "H", "H"],
  "positions_angstrom": [[1.647, 0.555, 0.883], [0.875, 1.590, -0.170], [-0.541, 1.616, -0.175], [-1.158, 2.554, -1.030], [-0.471, 3.362, -1.801], [0.923, 3.335, -1.914], [1.545, 2.409, -1.096], [0.990, -0.389, 1.073], [1.718, 1.100, 1.833], [2.595, 0.325, 0.603], [-0.964, 1.110, 0.690], [-2.315, 2.478, -1.103], [-1.094, 4.093, -2.495], [1.455, 3.921, -2.739], [2.673, 2.207, -1.111], [-1.901, -2.374, 0.355], [-0.429, -2.360, 0.538], [0.088, -3.475, 1.427], [-2.210, -2.682, -0.629], [-2.318, -3.015, 1.112], [-2.294, -1.400, 0.309], [0.048, -2.305, -0.449], [0.308, -1.470, 0.795], [-0.369, -3.412, 2.401], [-0.032, -4.476, 1.179], [1.232, -3.296, 1.513]],
  "forces_ev_per_angstrom": [[-4.946, 1.867, -0.102], [-0.415, -1.612, 0.868], [2.360, 1.016, 0.701], [-4.208, -3.466, 2.601], [0.019, 4.079, -4.349], [0.234, -0.058, -0.751], [2.835, -1.065, 0.569], [1.639, 2.351, -0.361], [-0.076, -0.160, -0.094], [2.707, -0.809, -1.179], [-0.791, -0.217, -0.698], [2.090, 0.586, 0.242], [1.510, -1.540, 1.442], [-0.724, -0.832, 1.624], [-1.595, 0.754, -0.297], [-0.004, 0.393, -0.182], [3.554, 0.767, -0.906], [2.811, 1.968, 0.382], [0.197, -0.983, -0.408], [-0.737, 0.096, 0.248], [-0.850, 1.451, 0.867], [-0.101, -1.295, -0.420], [-3.285, -1.324, 0.562], [0.018, 0.402, 0.615], [-0.456, -1.825, -1.247], [-1.787, -0.543, 0.274]]
}

---

{
  "formula": "C37H71NO19P2",
  "method": "the ωB97M-V functional and the def2-TZVPD basis",
  "homo_energy_ev": -9.0,
  "e_above_lowest_kcal_mol": 0.0,
  "e_tot_ha": -3619.3182,
  "spin_multiplicity": 1,
  "smiles": "CC(=O)OCCCc1c(PP(=O)(O)O)ccc2c1C(=O)NC2=O.COCCOCCOC.COCCOCCOC.COCCOCCOC.COCCOCCOC",
  "symbols": ["C", "C", "O", "O", "C", "C", "C", "C", "C", "P", "P", "O", "O", "O", "C", "C", "C", "C", "C", "O", "N", "C", "O", "H", "H", "H", "H", "H", "H", "H", "H", "H", "H", "H", "H", "H", "H", "H", "C", "O", "C", "C", "O", "C", "C", "O", "C", "H", "H", "H", "H", "H", "H", "H", "H", "H", "H", "H", "H", "H", "H", "C", "O", "C", "C", "O", "C", "C", "O", "C", "H", "H", "H", "H", "H", "H", "H", "H", "H", "H", "H", "H", "H", "H", "C", "O", "C", "C", "O", "C", "C", "O", "C", "H", "H", "H", "H", "H", "H", "H", "H", "H", "H", "H", "H", "H", "H", "C", "O", "C", "C", "O", "C", "C", "O", "C", "H", "H", "H", "H", "H", "H", "H", "H", "H", "H", "H", "H", "H", "H"],
  "positions_angstrom": [[-0.944, 2.562, 1.240], [-1.154, 3.687, 0.238], [-1.027, 4.846, 0.563], [-1.521, 3.255, -0.983], [-1.400, 4.236, -2.021], [0.048, 4.664, -2.271], [0.856, 3.466, -2.868], [2.122, 3.126, -2.112], [3.237, 3.956, -2.036], [3.288, 5.605, -2.834], [3.559, 7.008, -1.171], [2.315, 7.741, -0.895], [4.751, 7.963, -1.644], [4.093, 6.272, 0.148], [4.381, 3.580, -1.361], [4.468, 2.375, -0.708], [3.372, 1.574, -0.767], [2.222, 1.928, -1.437], [1.226, 0.802, -1.256], [0.081, 0.690, -1.608], [1.891, -0.216, -0.474], [3.219, 0.193, -0.157], [4.078, -0.410, 0.433], [-1.932, 2.338, 1.654], [-0.228, 2.842, 2.005], [-0.649, 1.666, 0.685], [-1.831, 3.776, -2.915], [-2.016, 5.121, -1.829], [-0.029, 5.422, -3.058], [0.497, 5.109, -1.383], [0.219, 2.580, -2.850], [1.051, 3.663, -3.928], [2.015, 5.936, -3.339], [4.526, 8.837, -1.291], [3.369, 5.860, 0.637], [5.231, 4.253, -1.360], [5.371, 2.079, -0.189], [1.393, -0.181, 0.421], [-1.744, 4.264, -8.153], [-2.164, 3.145, -7.406], [-3.519, 2.813, -7.665], [-3.844, 1.438, -7.121], [-3.447, 0.381, -7.984], [-2.056, 0.082, -8.007], [-1.589, -0.682, -6.787], [-1.352, 0.211, -5.711], [-1.209, -0.467, -4.482], [-2.362, 5.140, -7.926], [-0.713, 4.481, -7.882], [-1.786, 4.049, -9.227], [-3.711, 2.835, -8.745], [-4.154, 3.560, -7.168], [-4.930, 1.355, -7.051], [-3.439, 1.300, -6.116], [-1.461, 0.983, -8.168], [-1.918, -0.562, -8.879], [-0.645, -1.196, -7.019], [-2.345, -1.423, -6.503], [-2.138, -0.990, -4.223], [-1.002, 0.270, -3.711], [-0.377, -1.180, -4.526], [-4.185, -8.398, -4.870], [-3.028, -7.624, -4.650], [-2.573, -7.002, -5.841], [-1.551, -5.932, -5.521], [-2.135, -4.697, -5.127], [-2.654, -4.646, -3.803], [-1.571, -4.525, -2.750], [-1.021, -5.798, -2.457], [0.176, -5.695, -1.720], [-3.998, -9.180, -5.615], [-4.458, -8.869, -3.927], [-5.017, -7.765, -5.198], [-3.418, -6.555, -6.378], [-2.108, -7.772, -6.472], [-1.004, -5.708, -6.440], [-0.825, -6.280, -4.784], [-3.319, -5.489, -3.607], [-3.261, -3.738, -3.770], [-2.006, -4.122, -1.825], [-0.785, -3.849, -3.107], [0.946, -5.177, -2.304], [0.525, -6.703, -1.503], [0.010, -5.166, -0.774], [-5.944, 0.555, 5.314], [-4.760, -0.193, 5.147], [-4.199, -0.017, 3.858], [-2.783, -0.551, 3.820], [-1.823, 0.362, 4.337], [-1.783, 0.483, 5.754], [-1.102, -0.688, 6.428], [-2.005, -1.770, 6.578], [-1.337, -2.966, 6.917], [-6.696, 0.267, 4.570], [-6.335, 0.347, 6.308], [-5.737, 1.628, 5.236], [-4.198, 1.048, 3.591], [-4.817, -0.571, 3.137], [-2.508, -0.691, 2.771], [-2.709, -1.523, 4.310], [-2.777, 0.665, 6.166], [-1.182, 1.375, 5.946], [-0.766, -0.388, 7.430], [-0.235, -1.001, 5.832], [-0.656, -3.268, 6.113], [-2.088, -3.743, 7.047], [-0.778, -2.851, 7.852], [6.041, 1.534, 9.329], [5.687, 0.397, 8.574], [5.134, -0.626, 9.384], [4.468, -1.679, 8.524], [3.153, -1.323, 8.116], [3.064, -0.362, 7.071], [3.377, -0.940, 5.706], [4.778, -0.992, 5.499], [5.114, -1.788, 4.383], [6.771, 1.277, 10.105], [6.486, 2.261, 8.653], [5.153, 1.982, 9.790], [4.399, -0.200, 10.078], [5.950, -1.088, 9.957], [4.343, -2.577, 9.134], [5.089, -1.947, 7.668], [3.673, 0.517, 7.289], [2.019, -0.042, 7.066], [2.942, -0.293, 4.931], [2.947, -1.946, 5.625], [4.809, -2.829, 4.547], [6.195, -1.758, 4.264], [4.646, -1.404, 3.470]],
  "forces_ev_per_angstrom": [[-0.595, -0.304, -1.214], [0.150, 0.174, 1.284], [-0.021, -0.302, -0.672], [0.409, 0.282, 0.193], [-0.187, 0.694, -0.321], [-0.530, -0.709, -0.874], [-0.136, 0.194, 0.361], [-0.775, 0.025, -0.494], [-0.888, 1.078, -0.280], [1.573, -0.206, -0.824], [-1.443, 0.310, 0.289], [-0.141, 0.237, -0.108], [-0.111, -0.556, 0.337], [0.687, -0.117, -0.567], [0.717, 0.479, -0.039], [0.784, 0.054, 0.180], [-0.136, -1.472, 0.538], [-0.449, -0.803, -0.089], [0.356, 0.167, -0.204], [0.669, 0.129, 0.238], [-0.435, 0.454, 1.126], [0.830, 1.294, -0.827], [-0.955, -0.010, -0.042], [0.236, 0.043, 0.303], [-0.153, 0.058, 0.024], [0.101, 0.059, 0.259], [0.218, -0.184, 0.123], [0.090, -0.175, 0.406], [0.073, 0.188, 0.347], [-0.035, -0.002, -0.080], [0.088, 0.108, -0.011], [0.266, -0.017, 0.163], [-0.024, -0.094, 0.763], [0.191, 0.105, -0.086], [-0.100, 0.070, 0.002], [-0.023, -0.035, 0.044], [-0.074, -0.063, 0.004], [-0.245, -1.214, -0.172], [-0.012, -0.092, 0.110], [0.079, -0.070, -0.110], [0.236, 0.067, 0.321], [-0.162, -0.084, -0.159], [0.074, 0.105, 0.055], [-0.125, -0.209, -0.101], [0.251, 0.324, 0.100], [-0.152, 0.037, 0.036], [0.001, 0.140, -0.089], [-0.003, 0.034, -0.093], [-0.011, -0.028, 0.040], [-0.058, 0.102, -0.027], [-0.081, -0.015, 0.006], [-0.135, -0.013, -0.120], [0.002, -0.008, -0.050], [0.138, 0.129, -0.028], [0.044, 0.017, 0.184], [-0.061, -0.020, 0.013], [-0.084, -0.159, -0.056], [0.021, -0.067, -0.070], [0.074, -0.140, 0.017], [0.014, 0.011, -0.033], [-0.063, -0.091, 0.064], [0.117, 0.034, 0.058], [-0.116, 0.121, 0.057], [0.145, -0.245, 0.294], [-0.045, 0.146, -0.195], [-0.023, -0.072, 0.053], [0.089, 0.243, -0.118], [-0.182, -0.372, 0.209], [0.122, -0.015, -0.139], [-0.113, -0.073, -0.050], [-0.086, 0.007, -0.043], [0.053, 0.009, 0.012], [-0.027, -0.069, -0.095], [0.049, 0.028, -0.071], [-0.038, 0.083, -0.156], [-0.043, 0.036, -0.011], [-0.124, -0.129, 0.074], [0.153, -0.105, 0.116], [0.055, 0.031, -0.031], [0.027, 0.193, -0.053], [-0.058, 0.083, -0.009], [0.026, 0.083, 0.093], [-0.055, -0.010, -0.005], [0.084, 0.053, -0.003], [0.077, -0.101, 0.019], [0.079, 0.142, 0.084], [-0.126, -0.314, 0.247], [0.092, 0.149, -0.192], [-0.092, -0.032, 0.011], [0.250, 0.097, -0.096], [-0.352, -0.082, 0.298], [0.014, -0.077, -0.201], [-0.111, 0.072, 0.015], [-0.031, 0.087, -0.015], [0.032, -0.047, -0.005], [-0.086, 0.019, -0.079], [0.030, -0.010, -0.083], [0.040, 0.112, -0.144], [0.009, 0.052, -0.002], [-0.156, 0.038, 0.115], [-0.025, -0.199, 0.046], [0.031, -0.017, -0.050], [0.187, 0.069, -0.066], [0.053, 0.072, 0.009], [0.097, -0.010, 0.076], [-0.034, 0.047, 0.006], [0.086, -0.046, -0.037], [0.010, -0.092, -0.102], [-0.148, 0.098, -0.035], [0.303, 0.048, -0.273], [-0.164, -0.075, 0.164], [0.070, 0.059, -0.033], [-0.224, -0.159, 0.030], [0.345, 0.331, -0.069], [0.022, -0.160, 0.112], [0.008, 0.110, 0.053], [-0.037, 0.058, 0.068], [0.010, -0.045, -0.031], [0.048, 0.005, 0.110], [-0.017, -0.077, 0.043], [-0.104, -0.048, 0.140], [-0.049, 0.025, 0.017], [0.089, 0.173, -0.002], [0.155, -0.062, -0.142], [-0.016, -0.062, 0.019], [-0.178, -0.095, -0.006], [-0.097, 0.024, 0.012], [-0.058, -0.009, -0.097], [-0.008, 0.050, 0.027], [-0.009, -0.088, -0.039]]
}